{"formula": "C35H52OP4STc", "method": "ωB97M-V/def2-TZVPD", "s2": 3.7851, "total_charge": 4, "homo_lumo_gap_ev": [4.79, 2.67], "e_homo_ev": [-17.11, -17.11], "spin_multiplicity": 4, "symbols": ["Tc", "P", "P", "P", "H", "C", "C", "H", "C", "C", "C", "C", "C", "C", "C", "C", "C", "H", "H", "H", "H", "H", "H", "H", "H", "H", "H", "H", "H", "H", "H", "H", "H", "H", "H", "H", "H", "H", "H", "H", "H", "H", "H", "H", "H", "H", "C", "C", "C", "C", "C", "C", "S", "H", "H", "H", "H", "H", "H", "O", "P", "C", "C", "C", "C", "C", "C", "C", "C", "C", "C", "C", "C", "C", "C", "C", "C", "C", "C", "H", "H", "H", "H", "H", "H", "H", "H", "H", "H", "H", "H", "H", "H", "H"], "positions_angstrom": [[-0.66472, 1.47470, -1.05788], [1.08046, 2.60369, -0.31773], [-2.08979, 1.69281, 0.65118], [-1.53694, 2.94353, -2.46705], [-0.14438, -3.20500, -7.29630], [0.07075, -2.25799, -7.79452], [1.30063, -1.73275, -7.77809], [2.13635, -2.27689, -7.33540], [2.42822, 1.50249, 0.20108], [0.86483, 3.74874, 1.10707], [1.91499, 3.67693, -1.54435], [-3.55875, 0.64134, 0.35800], [-1.71294, 1.22028, 2.38012], [-2.79905, 3.35852, 0.97313], [-0.68524, 2.75534, -4.06323], [-1.46985, 4.74272, -2.14932], [-3.28531, 2.68042, -2.91843], [-0.74950, -1.80884, -8.36553], [1.53358, -0.79892, -8.29840], [2.91711, 1.08434, -0.69092], [2.03011, 0.67103, 0.80483], [3.16553, 2.08172, 0.78237], [0.44265, 3.22063, 1.97423], [0.18575, 4.56501, 0.82067], [1.84693, 4.16706, 1.37645], [2.08710, 3.10826, -2.46840], [2.88341, 3.99227, -1.12880], [1.30844, 4.56345, -1.76974], [-4.32835, 0.86930, 1.10741], [-3.25129, -0.40780, 0.45883], [-3.96657, 0.80126, -0.64817], [-2.39861, 1.72100, 3.07266], [-0.68731, 1.49460, 2.63554], [-1.80354, 0.13977, 2.50989], [-3.40997, 3.30919, 1.88310], [-3.42488, 3.68832, 0.13837], [-1.99677, 4.08830, 1.12915], [-1.27080, 3.28463, -4.82586], [-0.61109, 1.69060, -4.32256], [0.32714, 3.17471, -4.01204], [-2.28945, 5.21065, -2.70931], [-0.51517, 5.16076, -2.48431], [-1.59961, 4.96779, -1.08451], [-3.55000, 3.34757, -3.75058], [-3.93574, 2.89109, -2.06085], [-3.43661, 1.63881, -3.22500], [-0.59694, -1.22788, -2.58258], [-1.95233, -1.17704, -2.92517], [-2.29212, -0.98443, -4.26735], [-1.28876, -0.80446, -5.22510], [0.05945, -0.84898, -4.86272], [0.41035, -1.10802, -3.54434], [-0.04407, -1.22870, -0.91318], [-0.69087, -2.39123, -0.58545], [-2.69204, -1.24924, -2.12152], [-3.33340, -0.96800, -4.59205], [-1.56282, -0.66998, -6.26643], [0.85456, -0.75677, -5.59581], [1.43224, -1.16273, -3.19166], [0.42951, -0.58690, 1.70930], [0.95950, -1.62214, 2.67046], [2.37890, -1.01060, 3.59352], [2.66300, 0.36453, 3.67662], [3.72322, 0.80238, 4.47532], [4.46552, -0.11336, 5.22719], [4.15235, -1.47734, 5.17983], [3.10645, -1.92288, 4.36717], [-0.25620, -1.99507, 3.93761], [-0.55860, -1.01070, 4.89347], [-1.48617, -1.28493, 5.89668], [-2.12795, -2.52964, 5.93159], [-1.84742, -3.49594, 4.95902], [-0.91808, -3.22315, 3.95917], [1.34768, -3.11556, 1.75974], [2.67560, -3.51769, 1.56180], [2.94794, -4.64658, 0.78081], [1.91466, -5.30774, 0.11153], [0.60055, -4.84428, 0.21658], [0.31339, -3.76731, 1.05410], [2.05536, 1.07673, 3.11650], [3.95919, 1.86715, 4.50478], [5.28635, 0.24286, 5.85272], [4.71298, -2.20388, 5.76331], [2.85709, -2.98300, 4.34171], [-0.07273, -0.03766, 4.84265], [-1.70537, -0.51889, 6.64571], [-2.84946, -2.74347, 6.72166], [-2.34787, -4.46520, 4.97561], [-0.71688, -3.96586, 3.19683], [3.48816, -2.94116, 2.00086], [3.97458, -5.00273, 0.67904], [2.13507, -6.18463, -0.50109], [-0.19413, -5.32257, -0.36283], [-0.72117, -3.42074, 1.13752]], "mulliken_charge": [-0.019, 1.185, 1.121, 0.895, 0.302, -0.545, -0.631, 0.322, -0.791, -1.420, -1.110, -1.164, -1.045, -1.301, -0.932, -1.321, -1.155, 0.327, 0.287, 0.531, -0.271, 0.563, 0.263, 0.394, 0.545, 0.334, 0.494, 0.316, 0.474, 0.306, 0.330, 0.718, -0.023, 0.241, 0.561, 0.360, 0.323, 0.511, 0.057, 0.414, 0.502, 0.414, 0.318, 0.564, 0.362, 0.252, 0.017, -0.246, -0.937, -0.394, -0.752, -0.389, 0.212, 0.030, 0.574, 0.532, 0.462, 0.393, 0.579, 0.296, 1.251, 0.390, 0.159, -0.813, -0.585, -0.848, -0.355, 0.601, -0.167, -0.842, -0.456, -0.708, -0.494, 0.794, -1.170, -0.828, -0.724, -0.685, -1.317, 0.290, 0.458, 0.445, 0.464, 0.516, 0.500, 0.476, 0.480, 0.499, 0.560, 0.551, 0.475, 0.466, 0.512, 0.871]}